(A)
Entry from the OMol25 dataset: a structure of composition C33H36F6Ge2N5O7S2SiTi (ωB97M-V/def2-TZVPD).

Net charge   -2
LUMO energy (spin up / spin down)   4.1845 / 4.1851 eV
<S²>   0.754
Highest occupied orbital energy (spin up / spin down)   -1.15 / -1.16 eV
Multiplicity   2

```
93
Properties=species:S:1:pos:R:3:lowdin_charge:R:1
Ti -0.29497 0.21963 0.42833 0.84
O -3.38860 -2.17783 -0.73933 0.10
C -2.28693 -1.78262 -0.43195 -0.43
N -1.86614 -1.13890 0.70758 0.03
C -2.32237 -1.48311 1.94390 -0.43
O -3.25307 -2.20495 2.24746 0.08
C -1.42570 -0.89958 3.02238 -0.17
C -1.72800 -1.04307 4.36442 0.00
C -0.85595 -0.50338 5.29596 -0.06
C 0.28694 0.14257 4.85642 -0.05
C 0.52097 0.23304 3.49542 -0.13
N -0.32748 -0.26813 2.60230 0.04
C -1.10199 -2.01806 -1.34849 -0.19
C -1.23277 -2.74249 -2.51652 0.01
C -0.07435 -3.06955 -3.20512 -0.05
C 1.15171 -2.67387 -2.69654 -0.03
C 1.18608 -1.89205 -1.55546 -0.13
N 0.07374 -1.55399 -0.90444 0.04
H -2.62864 -1.57457 4.63691 0.11
H -1.06017 -0.59120 6.35600 0.10
H 1.00162 0.56009 5.55197 0.11
H 1.39754 0.72286 3.09406 0.09
H -2.21889 -3.03589 -2.84489 0.12
H -0.12604 -3.62276 -4.13389 0.11
H 2.07622 -2.91959 -3.19991 0.11
H 2.11408 -1.51869 -1.14600 0.07
F 1.34035 1.81284 -6.15157 0.12
C 0.16702 1.95737 -5.51903 -0.68
F -0.78205 2.13355 -6.44973 0.12
F 0.22546 3.04340 -4.76375 0.14
S -0.17112 0.44201 -4.51631 0.57
O 0.84563 0.44307 -3.50772 -0.27
O -0.19574 -0.60069 -5.49962 -0.29
N -1.62471 0.67117 -3.96989 -0.28
S -2.00869 1.47932 -2.68502 0.61
O -2.09816 2.89651 -2.84679 -0.26
O -1.39271 1.00768 -1.46041 -0.35
C -3.76684 0.91144 -2.55973 -0.67
F -3.91638 -0.36045 -2.90170 0.14
F -4.54388 1.65517 -3.35545 0.13
F -4.18196 1.07557 -1.30293 0.14
C 0.03039 4.74023 1.48685 -0.16
Si -1.19939 3.32754 1.54376 0.30
C -2.70578 3.75791 0.51724 -0.15
C -1.73660 3.06271 3.33146 -0.16
O -0.50022 1.96536 1.00273 -0.46
H -0.36971 5.64134 1.96238 0.02
H 0.29213 4.97152 0.45222 0.02
H 0.94942 4.45780 2.00612 0.02
H -3.20658 4.63934 0.93074 0.02
H -3.42456 2.93393 0.50728 0.03
H -2.42299 3.97190 -0.51509 0.02
H -2.36313 3.89111 3.67626 0.02
H -0.86975 2.99793 3.99361 0.02
H -2.31209 2.13862 3.43684 0.02
C 2.06240 -2.87887 3.93269 -0.35
Ge 2.54468 -2.43286 1.99695 0.72
C 1.57020 -4.01471 1.17640 -0.34
C 4.38831 -3.32052 2.02446 -0.35
Ge 2.25157 1.15108 -0.04231 0.89
C 3.72694 0.43919 -1.17404 -0.33
C 4.59508 -0.51731 -0.63995 -0.14
C 5.60532 -1.07913 -1.41097 -0.11
C 5.76705 -0.69341 -2.73525 -0.12
C 4.91217 0.25609 -3.27932 -0.10
C 3.90260 0.81628 -2.50523 -0.12
C 3.28665 2.05535 1.41279 -0.30
C 3.54271 3.42798 1.42159 -0.12
C 4.27356 4.01714 2.44687 -0.11
C 4.77389 3.24411 3.48622 -0.12
C 4.53817 1.87630 3.48818 -0.11
C 3.80300 1.29184 2.46337 -0.15
H 2.38134 -3.89910 4.17838 -0.02
H 0.97949 -2.81874 4.08423 -0.02
H 2.53695 -2.19292 4.64304 -0.02
H 1.67656 -4.91369 1.79537 -0.01
H 1.98429 -4.23472 0.18622 -0.02
H 0.50229 -3.81070 1.04555 -0.02
H 4.32205 -4.34421 2.41242 -0.02
H 5.08986 -2.76170 2.65368 -0.02
H 4.81144 -3.36306 1.01528 -0.03
H 4.46468 -0.84297 0.38708 0.04
H 6.26043 -1.82391 -0.97263 0.09
H 6.55181 -1.13269 -3.34127 0.08
H 5.02398 0.56086 -4.31398 0.09
H 3.23588 1.54456 -2.94978 0.08
H 3.16056 4.05094 0.62083 0.08
H 4.45288 5.08678 2.42973 0.09
H 5.34494 3.70391 4.28515 0.08
H 4.92832 1.25529 4.28749 0.09
H 3.62659 0.21792 2.47005 0.03
N 1.62563 3.72749 -1.72564 0.07
C 1.87292 2.77998 -1.11435 -0.38
```

***

(B)
Entry from the OMol25 dataset: a structure of composition C33H36F6Ge2N5O7S2SiTi (ωB97M-V/def2-TZVPD).

Net charge   -2
LUMO energy (spin up / spin down)   4.2663 / 4.2670 eV
<S²>   0.758
Highest occupied orbital energy (spin up / spin down)   -1.11 / -1.16 eV
Multiplicity   2

```
93
Properties=species:S:1:pos:R:3:lowdin_charge:R:1
Ti 1.34203 0.50138 -0.94863 0.77
O 2.53730 -2.03359 -3.87469 0.10
C 2.43083 -1.48852 -2.79967 -0.44
N 2.44746 -0.13132 -2.51873 0.02
C 2.99238 0.78599 -3.36481 -0.45
O 3.59972 0.61639 -4.40683 0.07
C 2.87135 2.17202 -2.76574 -0.17
C 3.24951 3.29428 -3.47721 0.00
C 3.16517 4.52996 -2.85896 -0.05
C 2.72707 4.58796 -1.54519 -0.05
C 2.34508 3.41912 -0.91184 -0.10
N 2.39775 2.23393 -1.51500 0.01
C 2.37032 -2.26148 -1.50520 -0.19
C 2.67679 -3.60984 -1.47785 0.00
C 2.92834 -4.20271 -0.25341 -0.06
C 2.88098 -3.41041 0.88290 -0.05
C 2.48882 -2.08870 0.76644 -0.15
N 2.18874 -1.52373 -0.40292 0.02
H 3.59638 3.15880 -4.49272 0.12
H 3.43382 5.43457 -3.39060 0.10
H 2.65255 5.52920 -1.01861 0.10
H 1.97894 3.40470 0.10665 0.12
H 2.73877 -4.13670 -2.42016 0.12
H 3.16358 -5.25719 -0.18005 0.10
H 3.11401 -3.80818 1.86102 0.11
H 2.38211 -1.45612 1.63717 0.06
F 0.06429 2.87981 -5.44832 0.12
C 0.07121 1.53951 -5.52149 -0.67
F 1.30429 1.13319 -5.76392 0.16
F -0.71064 1.16840 -6.54197 0.13
S -0.65271 0.92165 -3.93980 0.63
O 0.11838 1.49778 -2.85411 -0.33
O -2.01299 1.35599 -4.07048 -0.26
N -0.44873 -0.63814 -4.12344 -0.26
S -0.75911 -1.54010 -2.86947 0.61
O -0.33035 -2.89038 -3.03924 -0.25
O -0.44730 -0.86667 -1.61085 -0.39
C -2.62800 -1.71586 -2.87069 -0.65
F -3.08743 -1.71402 -4.12672 0.13
F -3.23850 -0.76205 -2.18671 0.15
F -2.95638 -2.89799 -2.32252 0.12
C -2.94722 2.16769 -0.71680 -0.15
Si -1.24802 2.79252 -0.22152 0.27
C -1.49590 3.65330 1.45481 -0.16
C -0.86504 4.19682 -1.45080 -0.17
O -0.10014 1.67258 -0.10979 -0.51
H -3.67960 2.97585 -0.61394 0.03
H -3.26766 1.33508 -0.08575 0.01
H -2.96145 1.83213 -1.75363 0.01
H -2.55134 3.63762 1.74185 0.02
H -1.16839 4.69769 1.43666 0.01
H -0.93194 3.14207 2.23580 -0.02
H -1.79867 4.66573 -1.77745 0.02
H -0.35641 3.81543 -2.33842 0.01
H -0.23831 4.97199 -1.00014 0.01
C 0.74469 1.95082 3.84262 -0.28
Ge 0.47016 -0.00701 3.66496 0.70
C -0.66498 -0.39305 5.27273 -0.27
C 2.19733 -0.78657 4.26858 -0.28
Ge -0.27681 -0.69153 1.34611 0.91
C -2.26524 -0.50430 1.57284 -0.33
C -3.11675 -1.30810 0.80940 -0.13
C -4.49728 -1.19707 0.89094 -0.11
C -5.07146 -0.26309 1.74488 -0.13
C -4.24807 0.54768 2.51307 -0.11
C -2.86582 0.42571 2.42318 -0.15
C -0.31544 -2.74351 1.67280 -0.33
C -0.24226 -3.33985 2.93942 -0.13
C -0.28225 -4.71890 3.11397 -0.11
C -0.40810 -5.55904 2.01415 -0.13
C -0.48391 -4.99940 0.74718 -0.11
C -0.42950 -3.61854 0.58847 -0.14
H 1.62790 2.14535 4.45580 0.01
H -0.12327 2.42658 4.30713 0.00
H 0.91535 2.38887 2.86062 -0.02
H -0.25980 0.18934 6.10604 0.00
H -0.62622 -1.45088 5.54164 -0.01
H -1.70985 -0.11775 5.12624 -0.01
H 2.35363 -0.50655 5.31426 0.00
H 3.01134 -0.37738 3.66825 -0.02
H 2.20378 -1.87696 4.19521 -0.01
H -2.68965 -2.04800 0.14286 0.08
H -5.12727 -1.83544 0.28067 0.09
H -6.14968 -0.16671 1.80864 0.08
H -4.68359 1.27977 3.18539 0.09
H -2.24118 1.07918 3.02120 0.07
H -0.14927 -2.71242 3.81638 0.04
H -0.21849 -5.14023 4.11262 0.09
H -0.44755 -6.63510 2.14538 0.08
H -0.57828 -5.63471 -0.12750 0.10
H -0.45268 -3.22431 -0.42068 0.07
N 3.20075 1.22104 1.64517 0.02
C 2.52392 0.91463 0.75284 -0.36
```

***

Most stable of them? (A).